180
Properties=species:S:1:pos:R:3:forces:R:3 method="wB97M-V/def2-TZVPD" relative_energy_ev=8.3505 total_charge=0 fmax_ev_per_a=5.7 homo_ev=-8.96 smiles=COCCNCCOC.COCCNCCOC.COCCNCCOC.CC(C)O.CC(C)O.CC(C)O.CC(C)O.CC(C)O.CC(C)O.CC(C)O.CC(C)O.CC(C)O
O 4.739409 0.889808 -0.707587 1.0 -1.4 -0.7
O 0.915879 -0.898262 -3.453097 0.2 -0.8 0.7
O 8.273469 -0.134832 4.562073 0.6 -0.3 0.6
O -5.225881 3.774608 -0.340357 -1.9 0.7 2.0
O -4.144701 -6.016262 4.385893 -1.1 -0.9 1.0
O 4.656589 5.654678 2.297753 0.5 2.1 0.0
O 1.474119 -1.910302 -0.495287 1.9 -0.1 0.0
O 7.489239 3.355178 -5.246137 0.6 -0.1 0.7
O -2.512461 1.235618 -5.458577 -0.2 -0.6 0.3
O -3.688791 0.117008 0.266053 -0.1 1.4 1.3
O 3.273419 -5.792572 5.265803 0.4 0.6 -0.3
O 0.443649 -6.225892 0.408243 -1.4 -0.5 2.7
O -0.011641 2.130558 -3.889087 1.3 -2.9 -3.0
O -11.254911 2.259898 -0.025437 -0.5 1.8 -1.0
O -0.013391 2.885988 4.991993 1.4 0.3 1.7
N 4.913389 2.664018 -3.195437 0.4 1.3 -1.5
N -2.441421 1.110818 2.827643 -1.6 0.5 0.0
N -8.729271 2.763088 -1.317357 -0.2 0.1 1.3
C -0.553361 1.801748 4.304223 -0.1 0.9 -1.3
C -3.495561 -4.352852 2.881513 -0.5 2.4 -1.5
C -2.564441 -0.165802 -5.182037 0.3 -0.5 -0.9
C 1.813329 -6.758472 3.610713 0.0 1.0 -0.8
C 5.419859 3.942938 -3.733937 0.4 -0.4 -0.3
C 4.445219 -0.339762 0.015843 0.6 1.0 -1.3
C -4.460031 0.649328 1.331283 1.3 2.2 0.6
C -4.614381 3.027038 -1.290507 0.7 -0.6 -2.0
C -0.759941 -1.341402 -0.169857 0.6 0.1 0.5
C 1.777219 -1.527522 -4.432487 0.1 1.5 -0.5
C -1.759041 2.257638 3.416303 1.1 -1.1 0.4
C 0.677439 -1.987462 1.766183 0.1 0.3 0.0
C -3.063881 -5.341452 3.885073 2.2 0.9 -0.5
C 3.612889 -8.122622 4.844003 0.8 0.9 -1.0
C -2.564621 -0.567982 -3.758647 -0.4 -0.4 1.1
C 2.581319 -5.828372 -0.402247 0.3 0.4 -0.1
C 3.660269 1.613558 -1.225797 0.1 2.1 0.9
C -3.683481 -0.760262 -5.976967 -0.9 0.5 -1.9
C 4.167979 2.942188 -1.987067 0.3 -2.3 1.4
C -6.646021 4.042638 -0.574907 0.7 -0.8 2.0
C 6.889509 -0.065292 4.934853 0.8 -0.1 -1.0
C 4.499939 3.378018 3.108463 -0.3 0.0 -2.5
C 1.953859 -2.991832 -4.086527 0.3 0.5 -0.7
C 2.936069 4.368598 1.232613 -0.6 0.7 -1.6
C -7.620371 2.828218 -0.304007 -0.1 -0.2 -1.8
C 0.805039 3.835188 4.314723 -1.8 0.0 -0.8
C -11.303171 3.389518 -0.959707 3.3 -0.5 -0.4
C 1.247299 -6.472512 -0.671437 -0.7 1.5 -2.2
C -12.556911 1.744638 0.083243 -0.5 -0.8 0.1
C -2.023351 -6.260722 3.257343 0.3 -0.3 1.0
C 0.710949 -1.188482 0.408523 -4.1 -2.3 1.1
C -3.568731 1.717078 2.082663 -0.3 -1.7 -0.2
C 6.707619 1.031278 5.983113 0.1 -1.1 -0.3
C 3.060239 -0.707052 -4.455287 1.2 0.1 0.0
C 6.144719 3.857368 -5.061117 0.4 0.0 -1.4
C -0.743181 2.018808 -1.646257 -1.0 0.2 0.2
C 0.059819 2.750838 -2.717487 -1.4 3.8 4.0
C 8.474119 4.372208 -5.515537 -0.7 0.4 0.2
C 0.363329 -5.844862 -1.851897 1.6 -1.5 0.1
C -0.478131 4.184638 -3.063037 -0.2 0.1 1.0
C 6.185389 0.069948 3.623953 -1.5 1.7 -1.1
C -4.206531 -0.969022 -0.379047 0.6 -1.8 -0.8
C 4.298369 4.408218 1.844883 0.5 -2.3 2.7
C 3.211259 -6.752792 4.228493 -1.1 -2.1 0.3
C -9.754001 3.852238 -1.256837 -0.6 -0.4 -0.2
H -1.114741 -5.729262 2.974383 -0.3 0.2 -0.6
H -1.944831 0.766328 2.018423 1.0 -0.4 0.3
H 2.773789 -6.090292 0.638163 0.7 -0.4 -0.1
H 6.055689 4.574118 -3.113107 0.1 -0.2 1.0
H -5.144241 -0.842962 -0.920247 0.0 0.5 -0.2
H -0.759281 -0.882382 -1.158497 -0.5 0.1 0.1
H -0.093071 4.587998 -3.999587 0.3 -0.5 -0.2
H 2.514309 3.370038 1.118163 -0.3 0.1 0.6
H 7.137239 0.513208 6.840513 -0.2 0.7 0.5
H -11.717751 3.106478 -1.927237 0.0 -0.7 0.0
H 6.222899 4.871488 -5.452977 -0.7 0.1 -0.2
H 2.248659 -3.044802 -3.038487 -0.8 -0.4 0.2
H -7.154311 1.843748 -0.345477 0.7 0.1 -0.8
H -0.209541 4.957978 -2.343377 -0.2 -0.1 0.4
H -2.642281 -1.653092 -3.690807 0.1 -0.2 -0.2
H 5.452469 -0.618172 0.325713 -0.3 -0.6 0.0
H 2.998839 4.715688 0.201263 0.5 -0.2 -0.5
H -3.581381 2.787298 -1.038437 -0.1 0.1 0.5
H 3.307879 3.550448 -2.266977 -0.1 0.0 0.1
H -1.656891 -0.660092 -5.528617 0.5 0.2 -0.6
H -13.288701 2.547738 0.170573 -0.2 0.0 0.2
H 1.036149 2.929798 -2.267077 0.7 -0.5 -0.5
H 8.308619 4.883848 -6.463657 -0.6 0.0 -0.2
H -6.702321 4.621498 -1.496777 -0.6 -0.6 -0.3
H -4.186491 2.343938 2.725723 -0.1 -0.2 0.1
H -7.973361 2.713118 0.720803 -0.3 1.2 0.4
H 1.565049 -1.427482 -1.320037 -0.3 0.2 -0.4
H -3.088741 2.381738 1.364383 -0.6 0.3 -0.6
H -9.410091 4.676598 -0.632127 -0.2 -0.2 0.7
H 0.535669 -5.311032 0.684223 0.0 0.2 -0.1
H 1.001839 -7.118472 4.243173 0.2 0.0 0.2
H 0.488349 -3.055042 1.653873 0.7 -0.2 -0.9
H 1.685289 -7.189842 2.617933 0.4 -0.7 0.1
H 1.336179 4.492148 5.003483 -0.2 -0.3 0.2
H 1.551739 -1.857952 2.404093 0.1 0.0 -0.1
H -1.618911 -6.953102 3.995683 -0.4 -0.4 0.1
H 3.919299 -6.527782 3.430913 0.2 0.5 0.3
H 5.513729 3.222578 -5.683187 0.0 0.1 -0.4
H 4.804199 3.515838 -1.313087 -0.2 0.2 0.5
H 3.518309 -0.746942 -3.467007 -0.2 0.3 0.3
H -4.331811 -1.871872 0.218673 -0.3 0.1 0.9
H 5.022919 4.143388 1.074823 0.2 -0.3 0.1
H -4.554681 -0.116262 -6.096877 -0.4 0.1 1.2
H -3.769661 -3.364422 3.250243 -1.0 -0.3 0.9
H 7.274419 1.942308 5.791093 -0.1 -0.1 -0.3
H 2.780709 -3.471522 -4.610267 0.2 0.4 -0.3
H -3.372671 -1.274242 -1.011197 -0.4 0.0 -0.8
H 0.212099 1.393838 3.644083 0.2 -0.4 -0.2
H -1.748561 1.569148 -4.982327 0.2 0.3 0.1
H 1.498939 3.457748 3.563623 0.1 -0.6 0.2
H -12.827581 1.110458 -0.760947 0.0 0.2 -0.6
H 6.653719 -1.018192 5.408653 -0.4 0.0 0.0
H -9.197431 1.912918 -1.037837 -0.4 -0.2 -0.3
H -12.648081 1.037848 0.908003 0.3 0.4 0.4
H 0.751189 2.517528 -4.324897 0.0 -0.4 -1.1
H 0.621459 -0.059512 -3.815617 0.0 0.4 0.0
H -1.459651 2.883858 2.575883 0.7 0.5 0.1
H 0.034569 4.383238 3.772393 0.6 0.9 -0.4
H 0.383719 -4.763822 -1.713917 -0.1 0.0 -0.1
H 5.125279 0.294518 3.741573 -0.4 -0.6 0.1
H 5.677509 2.004688 -3.234347 -0.2 -0.3 1.0
H -9.713551 4.317338 -2.241787 -0.6 0.0 -0.2
H -11.909351 4.252908 -0.685487 0.1 -0.1 0.9
H 4.057119 3.641138 4.069073 -0.1 0.5 -0.2
H 2.705089 -6.087802 5.980953 -0.1 -0.1 0.0
H -3.445461 -0.720472 -7.039917 0.7 -0.5 -0.2
H -4.568261 3.601628 -2.215617 0.1 0.0 -0.5
H 6.470459 0.975648 3.088653 0.6 0.4 0.4
H -4.619601 -6.378702 3.634413 -0.2 -0.2 0.0
H -2.442151 2.872478 4.002323 -0.1 -0.3 0.2
H 8.530579 -1.039712 4.753573 0.4 0.1 -0.1
H -4.832091 -0.120082 2.007813 0.0 -0.1 0.0
H 2.988109 0.331518 -4.778187 -0.8 0.2 0.5
H 8.444569 5.139358 -4.741777 0.1 0.0 0.2
H 4.606479 -7.918382 5.242953 -0.1 -0.3 0.7
H -4.309471 -4.725352 2.259503 0.0 0.0 -0.2
H 4.545319 4.554818 -3.955017 -0.1 0.2 -0.1
H -1.021891 -2.391622 -0.298387 0.5 -0.3 -0.1
H 3.958909 -1.022202 -0.681207 0.3 -0.4 0.1
H -6.924091 4.689408 0.257243 0.4 0.6 -0.2
H -0.279961 1.165758 -1.150457 0.3 -0.1 -0.7
H 2.574269 -4.738462 -0.389667 -0.4 0.2 -0.3
H 0.732629 -6.133882 -2.835857 0.2 0.3 -0.2
H 4.440279 5.768638 3.226093 -0.1 -0.1 -0.1
H -0.765511 1.057188 5.071513 -0.6 0.0 -0.3
H -2.732601 -3.906772 2.243533 0.6 -1.1 -0.5
H 3.814379 -8.877982 4.084433 -0.5 -0.1 -0.1
H 3.225179 1.794628 -0.242937 -1.4 1.4 -0.4
H 9.508509 4.044168 -5.618127 -0.3 -0.9 0.5
H 0.870849 -0.118942 0.544963 0.8 0.0 0.0
H -1.560191 4.135118 -3.184697 -0.1 0.1 0.1
H 5.558049 3.142368 3.222403 0.0 0.3 0.1
H 1.441679 -7.543382 -0.731137 -0.5 -0.1 -0.3
H 5.644049 1.220058 6.128983 0.1 0.2 0.2
H 1.638949 -5.716352 3.342993 -0.4 0.3 0.4
H 2.877479 1.158108 -1.832357 0.4 -0.9 -0.4
H 3.797669 -0.281292 0.890693 -0.2 0.7 0.1
H 2.276489 5.178858 1.543313 -0.4 -0.6 1.1
H 3.905289 -0.975962 -5.089077 -0.3 -1.0 -0.4
H -3.983091 -1.785842 -5.761257 0.2 0.2 0.3
H 1.214989 -1.351882 -5.349617 0.3 -0.6 -0.5
H 3.351279 -6.134072 -1.110627 0.2 -0.2 0.3
H -0.646271 -6.252692 -1.801937 0.0 0.2 0.3
H -0.202821 -1.829752 2.389383 -0.1 1.2 0.0
H -5.106511 2.084258 -1.529417 -0.2 -0.2 0.1
H -2.604411 -4.738902 4.668603 0.0 -0.5 0.5
H 4.024819 2.449928 2.790643 0.0 -0.3 0.2
H -1.064271 2.612958 -0.790687 0.4 0.7 -0.1
H 2.887029 -8.470292 5.579093 0.2 0.0 0.1
H -5.246961 1.320588 0.987413 -0.6 -0.5 -0.5
H 1.081359 -3.518072 -4.473717 -0.2 -0.3 1.1
H -1.706041 1.721968 -2.062057 0.0 -0.4 -0.2
H -1.551841 -1.000482 0.497053 0.1 0.7 -0.2
H 6.342709 -0.636722 2.809103 0.0 -0.8 0.7
H -1.589631 -0.343472 -3.326087 -0.3 0.4 0.5
H -2.501351 -6.816802 2.450863 0.4 0.0 -0.3
H -3.443401 -0.231532 -3.208517 0.3 0.6 0.3